ORCA calculation (wB97M-V/def2-TZVPD) on a 2-piece molecular cluster, C12H16N2O overall.

XYZ file:
```
31
Properties=species:S:1:pos:R:3:nbo_charge:R:1
C -1.99 -2.71 -1.54 -0.600
C -0.95 -1.62 -1.25 -0.431
C -1.27 -0.38 -2.04 0.087
C -1.83 0.84 -1.80 -0.123
N -1.70 1.55 -2.98 -0.529
C -1.17 0.71 -3.89 0.174
N -0.85 -0.45 -3.38 -0.470
H -1.86 -3.04 -2.58 0.214
H -2.96 -2.23 -1.58 0.206
H -1.91 -3.57 -0.88 0.209
H -0.97 -1.45 -0.17 0.207
H 0.08 -1.86 -1.50 0.226
H -2.35 1.16 -0.92 0.218
H -2.13 2.44 -3.21 0.417
H -0.93 0.96 -4.91 0.197
C -0.37 1.37 3.50 -0.623
C 0.74 0.89 2.60 -0.059
C 0.46 0.78 1.24 -0.175
C 1.42 0.38 0.31 -0.270
C 2.68 0.12 0.85 0.302
O 3.67 -0.32 0.00 -0.685
C 3.02 0.32 2.20 -0.284
C 2.01 0.64 3.09 -0.190
H -0.16 0.97 4.51 0.208
H -1.37 1.03 3.25 0.214
H -0.29 2.45 3.62 0.217
H -0.59 0.88 0.98 0.202
H 1.06 0.18 -0.68 0.241
H 4.32 -0.86 0.45 0.478
H 4.02 0.11 2.55 0.212
H 2.16 0.70 4.16 0.210
```

lowest unoccupied orbital energy: 0.801 eV
frontier orbital gap: 9.1 eV

=====

ORCA calculation (wB97M-V/def2-TZVPD) on a 2-piece molecular cluster, C12H16N2O overall.

XYZ file:
```
31
Properties=species:S:1:pos:R:3:lowdin_spin:R:1
C -2.75 -0.42 -0.20 0.045
C -3.43 -1.75 0.14 0.010
C -1.97 -0.61 -1.46 0.246
C -1.86 0.37 -2.48 0.331
C -0.80 -1.47 -3.01 0.242
N -1.23 -1.69 -1.79 -0.004
N -1.14 -0.19 -3.46 0.080
H -3.54 0.32 -0.42 0.007
H -2.26 0.10 0.63 0.021
H -4.27 -1.92 -0.53 0.001
H -2.48 1.24 -2.66 0.010
H -0.28 -2.18 -3.63 0.008
H -0.78 0.27 -4.30 0.000
H -3.58 -1.92 1.21 0.001
H -2.78 -2.63 -0.02 0.001
C -0.38 1.93 3.13 0.000
C 1.15 1.87 1.11 0.000
C 0.71 1.27 2.33 0.000
C 2.07 1.24 0.31 0.001
C 1.49 0.20 2.76 0.000
C 2.78 0.13 0.73 0.000
C 2.43 -0.43 1.91 0.000
O 3.77 -0.27 -0.13 0.000
H 0.58 2.68 0.64 0.000
H 2.17 1.49 -0.74 0.000
H -0.43 1.59 4.16 0.000
H -1.34 1.96 2.64 0.000
H 1.19 -0.35 3.64 0.000
H 2.73 -1.40 2.28 0.000
H 4.15 -1.11 0.10 0.000
H 0.06 2.93 3.16 0.000
```

lowest unoccupied orbital energy (spin up / spin down): -3.891 / -7.767 eV
net charge: +1
frontier orbital gap (spin up / spin down): 6.9 / 3.0 eV
multiplicity: 2

=====

ORCA calculation (wB97M-V/def2-TZVPD) on a 2-piece molecular cluster, C12H16N2O overall.

XYZ file:
```
31
Properties=species:S:1:pos:R:3:lowdin_spin:R:1
C 0.95 1.47 2.05 0.053
C -0.09 2.47 2.37 0.012
C 0.49 0.04 2.23 0.301
C -0.86 -0.45 2.03 0.284
C 0.68 -2.20 2.32 0.193
N 1.34 -1.08 2.35 -0.012
N -0.74 -1.86 2.06 0.104
H 1.28 1.74 1.05 0.018
H 1.96 1.49 2.76 0.019
H 0.39 3.24 2.89 0.002
H -1.88 -0.07 1.94 0.007
H 0.96 -3.22 2.40 0.008
H -1.29 -2.50 1.43 0.001
H -0.74 2.09 3.34 0.000
H -0.72 2.67 1.52 0.000
C -2.17 2.06 -1.44 0.000
C -1.06 1.04 -1.70 0.004
C 0.32 1.37 -1.57 0.003
C -1.58 -0.16 -2.08 0.002
C 1.25 0.42 -1.99 0.000
C -0.60 -1.15 -2.30 -0.001
C 0.75 -0.80 -2.27 0.001
O 1.60 -1.92 -2.50 0.001
H -1.74 2.95 -0.99 0.000
H -2.98 1.73 -0.65 0.000
H 0.58 2.42 -1.17 0.001
H -2.69 -0.27 -2.35 0.000
H 2.40 0.52 -1.76 0.000
H -0.87 -2.17 -2.51 0.000
H 2.55 -1.65 -2.27 0.000
H -2.71 2.36 -2.30 0.000
```

lowest unoccupied orbital energy (spin up / spin down): -4.171 / -7.671 eV
net charge: +1
frontier orbital gap (spin up / spin down): 7.3 / 3.8 eV
multiplicity: 2

=====

ORCA calculation (wB97M-V/def2-TZVPD) on one molecule with the formula C12H16N2O5.

XYZ file:
```
35
Properties=species:S:1:pos:R:3:nbo_charge:R:1
N 2.29 0.25 -2.68 -0.842
C 2.92 0.26 -1.30 -0.211
C 4.33 1.06 -1.17 -0.071
O 5.26 0.37 -2.24 -0.758
C 1.86 1.10 -0.50 0.671
O 1.83 2.33 -0.38 -0.610
N 0.67 0.43 -0.17 -0.643
C 0.33 -1.05 -0.45 -0.189
C -0.36 -1.52 0.76 -0.423
C -1.42 -0.55 1.41 -0.103
C -1.32 0.32 2.43 -0.157
C -2.49 1.05 2.89 -0.349
C -3.77 0.63 2.47 0.338
O -4.88 1.15 2.91 -0.641
C -3.98 -0.53 1.53 -0.266
C -2.76 -0.97 0.96 -0.206
C -0.48 -1.01 -1.68 0.802
O -0.38 -0.14 -2.55 -0.611
O -1.39 -1.98 -1.88 -0.663
H 1.97 1.25 -2.85 0.369
H 1.27 0.01 -2.52 0.387
H 3.36 -0.65 -0.85 0.234
H 4.71 0.99 -0.17 0.181
H 4.59 2.25 -1.47 0.209
H 4.62 -0.10 -2.80 0.472
H -0.05 1.20 -0.23 0.430
H 1.22 -1.49 -0.71 0.257
H -1.07 -2.59 0.81 0.254
H 0.41 -1.87 1.62 0.240
H -0.41 0.60 2.88 0.220
H -2.34 1.74 3.73 0.218
H -4.60 2.01 3.41 0.482
H -5.01 -1.05 1.25 0.245
H -3.00 -1.83 0.31 0.219
H -1.93 -1.66 -2.73 0.516
```

lowest unoccupied orbital energy: 0.307 eV
frontier orbital gap: 9.0 eV

=====

ORCA calculation (wB97M-V/def2-TZVPD) on C12H16N3S4Tc as an isolated structure.

XYZ file:
```
36
Properties=species:S:1:pos:R:3:lowdin_spin:R:1
Tc -0.20 -0.47 -0.38 2.707
C -3.46 0.59 0.68 0.009
C -3.17 -0.85 0.48 0.022
N -2.01 -1.37 0.12 0.009
C -2.08 -2.75 0.00 0.008
C -3.34 -3.28 0.28 0.003
S -4.40 -2.05 0.69 0.008
C -0.87 -3.38 -0.37 0.009
C -0.56 -4.72 -0.56 0.003
S 1.06 -4.89 -0.97 0.009
C 1.31 -3.18 -0.87 0.021
N 0.21 -2.52 -0.55 0.018
C 2.64 -2.57 -1.09 0.007
H -2.53 1.16 0.73 0.005
H -4.03 0.75 1.59 0.001
H -4.06 0.97 -0.15 0.001
H -3.65 -4.31 0.25 0.000
H -1.22 -5.58 -0.49 0.000
H 3.36 -3.30 -1.46 0.000
H 3.02 -2.17 -0.15 0.001
H 2.57 -1.75 -1.81 0.003
S 0.23 1.57 -1.33 0.070
C 1.00 2.93 -0.57 0.031
N 1.85 3.68 -1.20 0.009
C 2.44 4.81 -0.45 0.002
C 1.55 5.02 0.78 0.001
S 0.62 3.45 1.01 0.003
H 2.12 3.48 -2.16 0.000
H 2.46 5.69 -1.09 0.000
H 3.46 4.55 -0.19 0.001
H 0.83 5.81 0.65 0.000
H 2.14 5.20 1.68 0.000
C 0.58 -0.18 1.49 -0.010
H 0.01 0.62 1.98 0.017
H 1.62 0.13 1.36 0.016
H 0.51 -1.10 2.08 0.012
```

lowest unoccupied orbital energy (spin up / spin down): -12.057 / -12.347 eV
net charge: +3
frontier orbital gap (spin up / spin down): 5.7 / 5.4 eV
multiplicity: 4

=====

ORCA calculation (wB97M-V/def2-TZVPD) on C12H16NO2 as an isolated structure.

XYZ file:
```
31
Properties=species:S:1:pos:R:3:nbo_charge:R:1
C -3.40 1.39 0.10 -0.193
C -2.95 0.58 -0.98 -0.212
C -2.75 1.40 1.29 -0.203
C -1.79 -0.11 -0.83 -0.203
C -1.52 0.68 1.41 -0.158
C -1.03 0.06 0.30 -0.209
C 2.74 1.73 -0.84 -0.400
C 1.47 1.38 -0.03 -0.407
C 3.77 0.70 -0.38 -0.508
C 0.14 -0.78 0.28 0.629
C 1.57 -0.18 0.18 -0.270
C 2.98 -0.47 0.15 0.516
N -2.23 -3.08 0.07 -1.009
O 0.01 -2.05 0.19 -0.602
O 3.44 -1.61 0.61 -0.586
H -4.26 2.10 -0.08 0.243
H -3.41 0.67 -2.04 0.247
H -3.20 2.04 2.16 0.252
H -1.38 -0.82 -1.66 0.226
H -0.88 0.62 2.27 0.233
H 2.45 1.51 -1.89 0.218
H 3.07 2.79 -0.63 0.239
H 1.62 1.87 0.95 0.208
H 0.46 1.60 -0.57 0.227
H 4.56 0.48 -1.14 0.258
H 4.46 1.15 0.49 0.247
H -2.64 -2.96 -0.85 0.409
H -2.80 -2.55 0.68 0.414
H -1.90 -3.99 0.30 0.420
H -1.01 -2.52 0.07 0.467
H 4.43 -1.65 0.42 0.506
```

lowest unoccupied orbital energy (spin up / spin down): -3.845 / -3.846 eV
net charge: +1
frontier orbital gap (spin up / spin down): 8.2 / 8.2 eV

=====

ORCA calculation (wB97M-V/def2-TZVPD) on C12H16NO2PTi as an isolated structure.

XYZ file:
```
33
Properties=species:S:1:pos:R:3:nbo_charge:R:1
C -0.63 2.65 1.54 -0.624
C -1.46 1.50 2.31 -0.650
P -2.11 0.27 1.06 0.883
C -2.17 -1.46 1.74 -0.704
C -0.88 -2.32 1.54 -0.598
C -1.15 0.39 -0.51 -0.444
C -1.69 0.87 -1.64 -0.108
C -0.84 0.99 -2.93 0.486
O -1.16 1.69 -3.82 -0.373
C 0.42 0.13 -3.00 -0.166
C 0.98 -0.38 -1.90 -0.073
C 2.22 -1.28 -1.87 -0.511
C 3.55 -0.51 -1.62 0.141
N 3.99 -0.32 -0.46 -0.565
C 0.33 -0.03 -0.57 0.611
O 1.03 -0.08 0.44 -0.707
H 0.47 2.39 1.38 0.138
H -1.12 2.96 0.61 0.299
H -0.63 3.55 2.20 0.271
H -2.32 1.95 2.83 0.317
H -0.77 0.93 3.03 0.033
H -3.02 -2.03 1.32 0.289
H -2.33 -1.38 2.84 0.256
H -0.64 -2.53 0.48 0.225
H 0.01 -1.89 2.06 0.156
H -1.04 -3.32 2.01 0.263
H -2.74 1.22 -1.67 0.274
H 0.89 -0.11 -3.96 0.268
H 2.28 -1.82 -2.83 0.264
H 2.12 -2.00 -1.03 0.232
H 4.15 -0.13 -2.47 0.210
H 3.31 -0.76 0.17 0.301
Ti 0.95 0.86 2.75 1.604
```

lowest unoccupied orbital energy: -9.983 eV
net charge: +2
frontier orbital gap: 5.6 eV

=====

ORCA calculation (wB97M-V/def2-TZVPD) on C12H17BN6O2Sr as an isolated structure.

XYZ file:
```
39
Properties=species:S:1:pos:R:3:nbo_charge:R:1
H -3.16 -0.32 -0.13 0.233
N -1.62 1.16 -0.21 -0.444
B -0.35 3.40 -0.14 0.559
N -1.66 2.55 -0.14 -0.331
C -2.94 2.97 -0.12 0.008
Sr 0.37 -0.24 -0.76 1.819
H -3.15 4.03 -0.10 0.225
C -3.77 1.85 -0.12 -0.359
H -4.84 1.85 -0.11 0.231
C -2.91 0.73 -0.15 -0.030
H -0.63 4.54 0.05 -0.037
C 2.68 -2.32 -1.48 -0.925
H 2.93 -3.39 -1.50 0.242
H 2.99 -1.89 -0.51 0.194
H 3.22 -1.84 -2.31 0.204
N 0.31 3.21 -1.53 -0.323
N 0.65 2.91 0.95 -0.332
N 0.68 1.94 -1.94 -0.449
N 0.98 1.57 1.11 -0.413
C 0.58 4.11 -2.48 0.013
C 1.32 3.66 1.84 0.007
H 0.34 5.16 -2.33 0.228
H 1.20 4.74 1.84 0.226
C 1.16 3.44 -3.56 -0.357
C 2.06 2.81 2.66 -0.361
C 1.20 2.08 -3.18 -0.040
C 1.80 1.51 2.18 -0.039
H 1.49 3.87 -4.48 0.232
H 2.71 3.11 3.47 0.231
H 1.58 1.24 -3.75 0.209
H 2.17 0.58 2.59 0.210
H 1.56 -2.28 -1.61 0.206
C 1.09 -3.68 1.26 -0.252
O 0.04 -4.02 0.29 -0.586
C -0.11 -3.05 -0.64 0.218
O -1.24 -2.76 -1.02 -0.740
H 0.84 -4.20 2.18 0.200
H 1.11 -2.59 1.46 0.146
H 2.07 -3.96 0.86 0.177
```

lowest unoccupied orbital energy: 0.158 eV
frontier orbital gap: 6.7 eV

=====

Number 1: E_tot -17730.9095 eV, maximum force 1.60 eV/Å. Number 2: E_tot -17722.2267 eV, maximum force 2.12 eV/Å. Number 3: E_tot -17720.5680 eV, maximum force 5.21 eV/Å. Number 4: E_tot -25916.6167 eV, maximum force 7.17 eV/Å. Number 5: E_tot -62685.3001 eV, maximum force 2.55 eV/Å. Number 6: E_tot -18280.2361 eV, maximum force 6.02 eV/Å. Number 7: E_tot -50668.8870 eV, maximum force 2.73 eV/Å. Number 8: E_tot -27268.8341 eV, maximum force 3.02 eV/Å.